1.
Formula: C2H8NS2
Source: OMol25
Level of theory: the ωB97M-V functional and the def2-TZVPD basis

Structure (XYZ):
```
13
C2H8NS2 the ωB97M-V functional and the def2-TZVPD basis
S -3.4174 -0.5602 3.0749
S -1.6835 0.3265 2.1967
H -4.2212 0.5600 2.9592
H -1.9177 -0.1408 0.9596
C 0.4560 -0.6048 -0.4765
C 2.0133 0.8954 -1.6186
N 1.6996 -0.2757 -1.2093
H 0.6078 -1.5155 0.0493
H -0.4215 -0.5719 -1.2308
H 0.2914 0.2193 0.2775
H 1.3887 1.7593 -1.2751
H 2.9819 0.9555 -2.1611
H 2.2225 -1.0468 -1.5457
```

Values from the calculation:
LUMO energy, eV: -5.6
E, eV: -25356.173
Total charge: +1

natural (NBO) population analysis, charges in e, atoms 1 to 2: -0.09, -0.16


2.
Formula: C32H34N4O5
Source: OMol25
Level of theory: the ωB97M-V functional and the def2-TZVPD basis

Structure (XYZ):
```
75
C32H34N4O5 the ωB97M-V functional and the def2-TZVPD basis
C -0.0772 3.9308 1.5378
C 0.5747 3.0800 2.4346
C 0.0388 1.8197 2.7449
C -1.1469 1.3928 2.1282
C -1.7730 0.0410 2.4689
C -0.9614 -1.1594 1.9878
C -1.6564 -2.3809 1.4151
O -1.0950 -3.5759 2.0172
C -0.0391 -3.2616 2.7943
O 0.7881 -4.1017 3.1755
N -0.1091 -1.8435 3.1245
C -1.7887 2.2395 1.2138
C -1.2568 3.4983 0.9235
H 0.3446 4.9100 1.2968
H 1.5010 3.3988 2.9066
H 0.5277 1.1869 3.4932
H -1.8655 -0.0753 3.5699
H -2.7585 -0.0503 1.9726
H -0.2328 -0.8560 1.2196
H -2.7264 -2.3799 1.6099
H -1.5211 -2.5257 0.3375
H -2.7158 1.8996 0.7457
H -1.7773 4.1433 0.2182
C 7.3142 -3.4012 5.2376
N 6.1514 -3.3788 4.3860
C 6.1548 -4.0036 3.1712
O 7.1258 -4.4997 2.6173
C 4.7264 -3.9385 2.6114
C 4.1013 -5.3386 2.4548
C 4.7985 -6.1324 1.3683
C 5.3591 -7.3863 1.6635
C 6.1033 -8.0609 0.6912
C 6.2584 -7.5026 -0.5811
C 5.6656 -6.2658 -0.8909
C 4.9236 -5.5932 0.0876
N 4.0766 -3.1016 3.6159
C 2.7998 -2.6532 3.4617
C 2.0291 -2.1935 4.5073
C 0.7649 -1.5833 4.3677
C -0.0638 -1.1366 5.4815
C 0.5942 -0.9326 6.7170
C -0.1294 -0.6080 7.8720
N 0.6116 -0.5679 9.0892
O 0.0247 -0.3443 10.1722
O 1.8480 -0.8175 9.0192
C -1.5134 -0.4233 7.8114
C -2.1861 -0.6465 6.6114
C -1.4877 -1.1440 5.4863
C 4.8394 -2.9959 4.8671
C 4.3229 -3.9951 5.9160
C 4.8834 -1.5679 5.4260
H 8.1874 -3.6848 4.6493
H 7.4656 -2.4065 5.6607
H 7.1841 -4.1165 6.0565
H 4.7343 -3.4155 1.6341
H 4.1786 -5.8718 3.4185
H 3.0285 -5.2093 2.2264
H 5.2217 -7.7992 2.6625
H 6.5650 -9.0235 0.9386
H 6.8568 -8.0165 -1.3362
H 5.7781 -5.8236 -1.8817
H 4.4517 -4.6304 -0.1356
H 2.3695 -2.7957 2.4621
H 2.3134 -2.4229 5.5352
H 0.8502 -1.1087 2.9002
H 1.6671 -1.0261 6.7782
H -2.0259 -0.0857 8.7054
H -3.2735 -0.5141 6.5545
H -2.0239 -1.5702 4.6377
H 4.4645 -5.0254 5.5621
H 4.8824 -3.8477 6.8516
H 3.2591 -3.8494 6.1234
H 5.3450 -0.8912 4.6962
H 3.8915 -1.1905 5.6838
H 5.4903 -1.5592 6.3363
```

Values from the calculation:
LUMO energy, eV: -0.7
E, eV: -49925.557

Mulliken population analysis, charges in e, atoms 1 to 2: -0.46, -0.66


3.
Formula: C18H43Cl2N3O7
Source: OMol25
Level of theory: the ωB97M-V functional and the def2-TZVPD basis

Structure (XYZ):
```
73
C18H43Cl2N3O7 the ωB97M-V functional and the def2-TZVPD basis
C -0.8331 -1.4337 3.2196
N -1.1238 -1.2144 1.7726
C -1.1446 0.0172 1.1450
C -1.1177 1.1179 2.0976
O -1.1022 0.0767 -0.0860
H -1.0840 -2.4790 3.3859
H -1.4977 -0.7535 3.7163
H 0.1902 -1.1001 3.4178
H -1.0719 -2.1223 1.2673
H -0.2792 1.0406 2.7467
H -2.0897 1.1523 2.6554
H -1.0607 2.0871 1.5412
C -1.4316 3.3925 5.9144
N -1.3484 4.0312 4.6611
C -0.0990 4.3937 4.0899
C -0.1955 5.0145 2.6931
O 0.9094 4.1224 4.6980
H -1.2194 4.1164 6.7145
H -0.6684 2.6217 6.0803
H -2.3840 2.9551 6.1868
H -2.1699 4.4479 4.3112
H -1.1026 5.5340 2.4479
H 0.0424 4.2473 1.9596
H 0.6139 5.7862 2.6940
C -4.2147 1.6308 -0.9913
N -2.8658 2.0752 -1.2513
C -2.3980 3.2906 -0.8856
C -0.9334 3.4531 -0.9318
O -3.0997 4.1150 -0.3334
H -4.3373 1.2889 0.0430
H -4.4317 0.7010 -1.5705
H -4.9619 2.3873 -1.2594
H -2.1423 1.3935 -1.2853
H -0.2864 2.6362 -1.0728
H -0.6959 4.0169 -0.0417
H -0.7133 4.2102 -1.7304
C -1.6449 -1.4753 -3.1434
O -1.1061 -2.7499 -2.6254
C -0.9360 -2.6356 -1.2591
C -0.6440 -4.0209 -0.7048
O -0.4651 -3.9246 0.7052
C 0.1180 -5.0581 1.2548
H -2.6973 -1.2932 -2.7155
H -1.5123 -1.6365 -4.2096
H -1.0048 -0.6742 -2.8171
H -1.8793 -2.2057 -0.8186
H -0.0798 -1.9749 -1.0191
H 0.2770 -4.3775 -1.1840
H -1.4023 -4.7092 -0.9994
H 1.1142 -5.1435 0.9152
H -0.4109 -6.0713 1.0370
H 0.2904 -4.8560 2.3753
C 1.5381 -1.7996 -5.4311
O 2.6432 -2.1009 -4.5883
C 3.0090 -0.9591 -3.8759
C 4.1386 -1.3546 -2.9165
O 3.5601 -2.2835 -2.0038
C 4.6555 -2.8034 -1.1926
H 0.7242 -1.3883 -4.8862
H 1.2206 -2.8128 -5.7409
H 1.8481 -1.1993 -6.3111
H 2.1856 -0.5973 -3.3451
H 3.3610 -0.1449 -4.5423
H 4.5074 -0.5514 -2.2915
H 5.0235 -1.7646 -3.4884
H 5.2295 -3.5334 -1.7317
H 4.1537 -3.3904 -0.4283
H 5.2257 -1.9725 -0.7970
Cl 2.7971 0.0868 1.6540
C 2.2051 0.5648 0.0626
Cl 2.7742 2.1528 -0.4360
H 2.3983 -0.2169 -0.6346
H 1.1323 0.6246 0.1137
```

Values from the calculation:
LUMO energy, eV: 0.5
Structure (SMILES): CNC(C)=O.CNC(C)=O.CNC(C)=O.COCCOC.COCCOC.ClCCl
E, eV: -63208.670

Mulliken population analysis, charges in e, atoms 1 to 2: -1.10, 0.08


4.
Formula: C5H15MnN3O12S
Source: OMol25
Level of theory: the ωB97M-V functional and the def2-TZVPD basis

Structure (XYZ):
```
37
C5H15MnN3O12S the ωB97M-V functional and the def2-TZVPD basis
Mn 0.5114 0.4151 0.7317
C -1.4959 -0.9340 3.2935
O -0.4747 -0.2841 2.4390
H -0.9891 -1.5584 4.0293
H -2.0786 -0.1989 3.8486
H -2.1872 -1.5909 2.7655
C 3.2770 1.0903 1.6835
O 2.2260 1.6732 0.9178
H 4.0207 1.7742 2.0926
H 2.8709 0.6551 2.5967
H 3.7759 0.3215 1.0934
S 0.7557 1.8867 -2.3458
O 1.3831 1.0893 -3.4408
O -0.3689 2.4061 -3.0444
O 0.3916 1.1232 -1.1673
O 1.7147 2.8938 -1.8922
C -2.0484 -2.4783 -1.4348
N -1.7636 -1.0538 -1.4641
O -1.8701 -0.4485 -2.5830
O -1.4078 -0.5628 -0.4364
H -3.0244 -2.5753 -0.9593
H -1.3855 -3.2390 -1.0225
H -2.2303 -2.8510 -2.4428
C 3.0360 -2.6727 -1.1907
N 1.6695 -2.1244 -0.9494
O 1.5076 -1.3319 0.0186
O 0.8725 -2.5426 -1.7622
H 3.3640 -3.0284 -0.2140
H 3.7012 -1.8635 -1.4920
H 3.1271 -3.4581 -1.9410
C -3.0480 2.5679 0.5409
N -1.6488 3.0546 0.7268
O -1.5038 4.1962 0.5224
O -0.7357 2.2216 0.9421
H -3.0245 1.8932 -0.3148
H -3.5884 3.5054 0.4099
H -3.3312 2.0296 1.4454
```

Values from the calculation:
⟨S²⟩: 8.76
LUMO energy (spin up / spin down), eV: 4.5 / 4.5
E, eV: -76612.783
Total charge: -2
Spin multiplicity: 6

natural (NBO) population analysis, charges in e, atoms 1 to 2: 1.56, -0.22


5.
Formula: H16O16SV2
Source: OMol25
Level of theory: the ωB97M-V functional and the def2-TZVPD basis

Structure (XYZ):
```
35
H16O16SV2 the ωB97M-V functional and the def2-TZVPD basis
O 1.4187 3.1449 0.6362
V 2.4389 2.2634 -0.1989
O 3.3981 1.4631 0.7523
O 1.3746 -3.9203 -0.3963
V 0.1809 -3.3075 -1.2179
O -1.1389 -3.7111 -0.5081
S 0.1078 -0.0716 -0.0541
O 0.8828 0.9359 -0.8389
O 0.2503 -1.4442 -0.6612
O 0.5790 -0.1186 1.3190
O -1.3193 0.2943 -0.1116
O 0.2617 1.0096 -3.5689
H 0.4798 0.9696 -2.6224
H -0.6352 1.3705 -3.5890
O -0.3791 -1.5571 3.7032
H -0.4807 -1.2733 2.7857
H -1.2676 -1.8004 3.9861
O -3.0451 -0.7959 -2.0261
H -2.7277 -1.6569 -2.3124
H -2.3667 -0.4555 -1.4060
O 3.1202 1.2259 -2.1306
H 3.2234 1.5627 -3.0318
H 2.9655 0.2767 -2.2138
O 3.0174 -1.6642 1.5047
H 2.1978 -1.1339 1.5269
H 2.7960 -2.4353 0.9741
O -1.6519 2.7738 -1.2660
H -1.4226 1.8604 -1.0018
H -1.1507 3.3310 -0.6597
O -0.1639 1.7446 3.1909
H -0.8900 1.3238 3.6625
H 0.1068 1.0852 2.5222
O -3.6178 -0.2297 1.3350
H -2.8200 0.0825 0.8684
H -3.7223 -1.1424 1.0484
```

Values from the calculation:
LUMO energy, eV: -3.7
E, eV: -95229.223

Mulliken population analysis, charges in e, atoms 1 to 2: -0.51, 1.21


Which of these has the lowest E? H16O16SV2


E of number 2 (C32H34N4O5)? -49925.557 eV


The highest E belongs to which entry? C2H8NS2


Repeat the second record exactly.
Formula: C32H34N4O5
Source: OMol25
Level of theory: the ωB97M-V functional and the def2-TZVPD basis

Structure (XYZ):
```
75
C32H34N4O5 the ωB97M-V functional and the def2-TZVPD basis
C -0.0772 3.9308 1.5378
C 0.5747 3.0800 2.4346
C 0.0388 1.8197 2.7449
C -1.1469 1.3928 2.1282
C -1.7730 0.0410 2.4689
C -0.9614 -1.1594 1.9878
C -1.6564 -2.3809 1.4151
O -1.0950 -3.5759 2.0172
C -0.0391 -3.2616 2.7943
O 0.7881 -4.1017 3.1755
N -0.1091 -1.8435 3.1245
C -1.7887 2.2395 1.2138
C -1.2568 3.4983 0.9235
H 0.3446 4.9100 1.2968
H 1.5010 3.3988 2.9066
H 0.5277 1.1869 3.4932
H -1.8655 -0.0753 3.5699
H -2.7585 -0.0503 1.9726
H -0.2328 -0.8560 1.2196
H -2.7264 -2.3799 1.6099
H -1.5211 -2.5257 0.3375
H -2.7158 1.8996 0.7457
H -1.7773 4.1433 0.2182
C 7.3142 -3.4012 5.2376
N 6.1514 -3.3788 4.3860
C 6.1548 -4.0036 3.1712
O 7.1258 -4.4997 2.6173
C 4.7264 -3.9385 2.6114
C 4.1013 -5.3386 2.4548
C 4.7985 -6.1324 1.3683
C 5.3591 -7.3863 1.6635
C 6.1033 -8.0609 0.6912
C 6.2584 -7.5026 -0.5811
C 5.6656 -6.2658 -0.8909
C 4.9236 -5.5932 0.0876
N 4.0766 -3.1016 3.6159
C 2.7998 -2.6532 3.4617
C 2.0291 -2.1935 4.5073
C 0.7649 -1.5833 4.3677
C -0.0638 -1.1366 5.4815
C 0.5942 -0.9326 6.7170
C -0.1294 -0.6080 7.8720
N 0.6116 -0.5679 9.0892
O 0.0247 -0.3443 10.1722
O 1.8480 -0.8175 9.0192
C -1.5134 -0.4233 7.8114
C -2.1861 -0.6465 6.6114
C -1.4877 -1.1440 5.4863
C 4.8394 -2.9959 4.8671
C 4.3229 -3.9951 5.9160
C 4.8834 -1.5679 5.4260
H 8.1874 -3.6848 4.6493
H 7.4656 -2.4065 5.6607
H 7.1841 -4.1165 6.0565
H 4.7343 -3.4155 1.6341
H 4.1786 -5.8718 3.4185
H 3.0285 -5.2093 2.2264
H 5.2217 -7.7992 2.6625
H 6.5650 -9.0235 0.9386
H 6.8568 -8.0165 -1.3362
H 5.7781 -5.8236 -1.8817
H 4.4517 -4.6304 -0.1356
H 2.3695 -2.7957 2.4621
H 2.3134 -2.4229 5.5352
H 0.8502 -1.1087 2.9002
H 1.6671 -1.0261 6.7782
H -2.0259 -0.0857 8.7054
H -3.2735 -0.5141 6.5545
H -2.0239 -1.5702 4.6377
H 4.4645 -5.0254 5.5621
H 4.8824 -3.8477 6.8516
H 3.2591 -3.8494 6.1234
H 5.3450 -0.8912 4.6962
H 3.8915 -1.1905 5.6838
H 5.4903 -1.5592 6.3363
```

Values from the calculation:
LUMO energy, eV: -0.7
E, eV: -49925.557

Mulliken population analysis, charges in e, atoms 1 to 2: -0.46, -0.66